The following is a DFT calculation (ωB97M-V with the def2-TZVPD basis set) of a 15-piece molecular cluster, C62H150NO44S10 overall.

Its charge is -1. The value obtained for the frontier orbital gap is 5.29 eV.

Each line ends with the Mulliken charge.
Positions of all 267 atoms, in Å:
S1 -1.0666 -0.4716 6.8545  1.1133
S2 -5.1362 -3.6320 -2.2045  0.8394
S3 4.9741 -5.5513 0.6492  1.2369
S4 -3.8362 2.3523 -5.8146  1.0636
S5 -6.1418 2.9653 -0.9995  0.9748
S6 0.2091 5.3757 -4.5307  1.4858
S7 4.9395 4.6417 -5.4721  1.4451
S8 1.3641 0.7647 -6.5088  1.1059
S9 -4.7985 1.1297 4.5231  1.0333
S10 -7.1564 -3.5960 3.0529  0.9450
O1 -1.0215 2.2619 -1.0007  0.3813
O2 1.6428 -0.6365 -6.4821  -0.6398
O3 0.1058 -0.0293 5.8703  -0.1161
O4 -8.3204 -4.2935 2.5121  -0.6957
O5 -3.6881 -3.4196 -2.1672  -0.1526
O6 -7.2559 -2.1928 3.2377  -0.4202
O7 -3.9032 3.5150 -4.9133  -0.6489
O8 -5.8412 -4.0016 2.2872  -0.0404
O9 -6.1112 1.6088 -1.4774  -0.4575
O10 10.7398 -0.1951 4.1870  -0.3833
O11 0.2106 6.7589 -4.9181  -0.7368
O12 -5.7643 -4.9136 -1.9422  -0.7247
O13 0.7358 -2.7777 4.0942  0.1117
O14 0.5998 -8.2707 1.6294  -0.5743
O15 1.3458 5.0124 -3.4470  0.0266
O16 5.3328 3.3439 -5.9978  -0.6702
O17 -4.8773 3.1656 -0.0589  -0.2354
O18 3.7159 -5.2823 1.1992  -0.5014
O19 6.1154 -5.6590 1.4886  -0.6446
O20 -3.2025 1.1464 -5.0408  -0.5434
O21 -0.3036 7.5846 1.4278  -0.2127
O22 -4.1349 1.6962 3.3896  0.0692
O23 3.6305 5.1237 -5.8383  -0.5007
O24 -0.7173 4.2669 5.3042  -0.5381
O25 -2.1877 -0.9440 6.0449  -0.5354
O26 8.1275 -2.1468 2.7093  -0.2700
O27 -5.8479 -2.6788 -1.1677  -0.2837
O28 -6.2669 1.5164 4.4739  -0.4163
O29 0.2974 4.4404 -5.7032  -0.5195
O30 5.4373 -1.0712 3.1698  -0.1914
O31 5.2927 -4.4899 -0.4501  -0.4516
O32 -1.8414 5.9599 3.0564  -0.4897
O33 -0.0450 1.2038 -6.5066  -0.5124
O34 -7.3638 3.4376 -0.3761  -0.6797
O35 2.0150 1.2796 -7.8853  -0.4184
O36 -5.7016 3.9175 -2.1340  -0.3479
O37 -4.2850 1.4540 5.8405  -0.7071
O38 -0.2586 -5.6016 3.3059  0.1910
O39 1.0453 -2.7269 -2.7501  -0.1949
O40 0.2914 -4.9513 -1.5698  0.0757
O41 -0.4485 -1.3623 7.7762  -0.6962
O42 -5.1319 1.9570 -6.2626  -0.6798
O43 5.2011 4.6949 -3.9168  -0.3638
O44 -1.5572 -6.3477 -4.5780  -0.5328
N1 -0.1679 1.1559 -0.5814  0.6262
C1 1.6239 1.7860 -2.0422  -0.5833
C2 1.3634 -0.7067 6.0353  -0.5231
C3 -8.3677 1.8357 3.2619  -1.5088
C4 7.0678 -2.7405 3.4417  -0.8100
C5 -5.6060 -5.1927 1.5942  -0.3015
C6 -1.1463 4.9468 -3.5334  -0.6601
C7 0.2262 3.2807 4.9014  -0.2794
C8 5.7704 -2.3765 2.8029  0.2577
C9 1.4639 5.9110 -2.2810  -0.0752
C10 1.5790 2.7190 0.3342  -0.8981
C11 -2.1403 1.3588 -4.0980  2.0712
C12 2.1742 -0.2112 4.9133  -0.7998
C13 9.3098 -1.9327 3.4051  -0.5886
C14 1.6222 -0.3092 1.1713  -0.2036
C15 -1.6945 7.6186 1.4307  -0.7839
C16 2.7582 6.6079 -2.2628  -0.9771
C17 4.6127 3.5934 -3.1516  0.6736
C18 3.7545 -2.5089 -0.7196  0.6830
C19 -2.9245 -6.1201 -4.3566  -0.4994
C20 -2.0701 4.5846 3.2671  0.4323
C21 9.4410 -0.4576 3.6863  -0.3340
C22 0.5435 -7.3550 0.5981  0.0637
C23 -0.5595 -3.3684 4.0860  0.5244
C24 6.0983 5.8677 -5.9195  -1.2763
C25 -0.7675 0.4622 0.6486  2.5110
C26 1.7219 2.6262 -8.3680  0.3137
C27 -6.8090 -4.2713 4.6138  -0.9967
C28 -2.7621 2.6770 -7.1734  -0.3903
C29 4.1503 -3.9108 -1.2986  -0.6720
C30 2.8793 3.1975 -9.0032  -1.1871
C31 -1.9028 0.0644 -3.3153  0.1275
C32 11.0908 1.1530 4.2214  -0.6943
C33 -0.7432 -5.5635 -2.3214  -0.6145
C34 -4.8038 -0.5851 4.3006  0.2750
C35 5.5149 3.4215 -1.9367  -1.3077
C36 -5.4289 -1.2452 -1.1220  0.8423
C37 2.2588 1.6910 -5.2928  0.4149
C38 1.7711 -3.2948 3.2495  -0.2866
C39 -0.0610 -3.7084 -0.9816  -0.8548
C40 -2.2341 6.2912 1.7531  0.3931
C41 -0.5230 -4.8045 4.4420  -1.5905
C42 5.8104 0.0591 2.3977  -0.2903
C43 -0.3167 -6.9836 3.4370  -0.7603
C44 0.2396 8.8442 1.0234  -0.8640
C45 1.0877 -1.9206 -3.9344  -0.6005
C46 0.1771 -0.6334 1.0467  0.6490
C47 -2.0834 -0.0670 0.2709  -0.4438
C48 -1.9936 4.0657 4.6544  0.4745
C49 -5.7855 -0.6341 0.2392  -0.8921
C50 -4.1150 -5.5474 1.5579  -0.8493
C51 2.0907 0.3072 -0.1758  -0.4860
C52 4.9142 -7.1081 -0.3541  -0.9835
C53 -5.6992 -3.1617 -3.8599  -1.1546
C54 -3.6823 3.3685 -0.8411  1.7403
C55 -6.8174 1.8112 3.2031  0.9744
C56 1.2843 1.5000 -0.5599  2.5057
C57 0.8926 -7.7461 2.8825  -0.5484
C58 -0.7153 -5.4315 -3.9044  -0.2669
C59 -1.0194 1.4985 1.8099  0.0504
C60 -4.2526 4.3463 -1.8852  0.5570
C61 -1.6179 0.9930 7.6630  -0.9907
C62 -0.1686 -2.6959 -2.0787  1.1796
H1 1.2620 3.2238 -7.5875  -0.0807
H2 2.3215 0.8548 5.1193  0.4585
H3 -5.3288 0.3381 0.4406  -0.1648
H4 -1.0417 -3.2961 3.0815  -0.0304
H5 -2.2623 2.9471 4.6171  -0.3174
H6 -3.1464 -6.3678 -3.2826  0.2115
H7 -6.2662 -5.9843 2.0149  0.4452
H8 -0.6665 -6.6049 -2.1000  0.4621
H9 -6.4068 2.7965 2.7990  0.0978
H10 -0.9636 -3.7711 -0.4397  0.2917
H11 -0.4121 -7.2320 4.4974  0.5967
H12 -0.9815 -3.0683 -2.6814  0.1272
H13 3.3543 -2.7450 0.2892  -0.4866
H14 1.9407 2.7453 -5.3182  -0.0966
H15 4.7100 -1.9349 -0.6662  0.4659
H16 1.8031 -0.3623 3.9001  -0.4093
H17 -2.0659 8.1988 2.2796  0.3386
H18 3.0069 -2.0651 -1.3594  -0.3313
H19 1.1887 5.2953 -1.3626  -0.2139
H20 -4.9964 -2.3832 -4.1649  0.2323
H21 -1.2992 0.2885 -2.4764  -0.4738
H22 -0.4324 9.3302 0.3038  0.3516
H23 -0.9152 -4.4234 -4.3264  0.1832
H24 3.3520 -4.6136 -1.2667  0.2455
H25 -3.3934 -6.9172 -4.9113  0.3277
H26 1.1539 3.4666 5.4429  0.4024
H27 -5.5405 -0.9852 4.9755  0.6575
H28 -5.3828 -1.3446 1.0032  -0.1622
H29 4.6415 -3.8967 -2.3084  0.3844
H30 0.6994 3.3916 0.3227  -0.2720
H31 5.9496 -2.5282 1.7730  0.1995
H32 -3.5391 -4.6421 1.3685  0.0741
H33 -1.8300 1.6968 6.8652  0.0568
H34 -3.0335 4.2344 2.8635  0.1158
H35 -2.4953 0.6859 8.1461  0.5467
H36 1.4841 -6.7408 0.6069  0.0381
H37 -2.5487 -0.5142 1.1995  0.3815
H38 1.9634 -0.3872 -0.9937  -0.9103
H39 0.9305 2.4593 -9.0982  0.3201
H40 10.1830 -2.2523 2.8000  0.2554
H41 2.8770 7.1196 -3.2272  0.3214
H42 -6.8286 -0.5057 0.4552  0.8712
H43 2.1124 -4.2976 3.6107  0.4557
H44 3.6621 3.9499 -2.8369  -0.4776
H45 4.0563 -7.0884 -1.0410  0.2282
H46 4.9141 -8.0366 0.2413  0.3682
H47 7.0630 -2.3790 4.4372  0.4974
H48 0.7658 -3.4403 -0.3097  -0.3951
H49 -0.0425 1.7757 2.2871  -0.2676
H50 -1.8912 5.5524 1.0033  -0.2566
H51 9.2866 -2.4594 4.3380  0.3696
H52 -1.5241 -0.7630 -3.9436  0.2193
H53 -0.1203 2.2572 5.1822  -0.0449
H54 3.6014 5.9457 -2.1163  -0.0027
H55 2.9945 2.6362 -9.9303  0.4016
H56 11.0173 1.5964 3.2296  0.3015
H57 0.6566 6.6674 -2.3226  0.7019
H58 -5.6213 -4.0257 -4.5100  0.4328
H59 -3.3227 2.3692 -1.2713  -1.1655
H60 6.9130 0.1257 2.3590  -0.0385
H61 2.7711 7.4634 -1.5146  0.2681
H62 -0.2443 -1.0781 1.9995  -0.7536
H63 12.1296 1.2414 4.5599  0.2407
H64 5.3926 0.0004 1.3974  0.1239
H65 -2.1005 8.0328 0.4773  0.3964
H66 -0.9298 4.1341 -2.8183  -0.0913
H67 -2.8188 1.9963 -8.0328  0.3747
H68 1.9427 1.1789 -4.3636  -0.8455
H69 1.8278 2.4342 1.4130  -0.2053
H70 0.0442 -1.4083 0.3048  -1.0383
H71 -5.1880 -0.7615 3.2952  -0.6974
H72 -0.4129 -1.6459 -1.8205  0.2842
H73 2.5545 4.2644 -9.2162  0.2924
H74 0.2790 -5.7039 -4.1836  0.2179
H75 5.8478 6.0423 -6.9747  0.4071
H76 8.6292 -0.1419 4.3407  0.3119
H77 -5.8555 -3.8721 4.9261  0.2499
H78 6.5623 3.2950 -2.2561  0.4193
H79 1.7093 -0.3128 6.9905  0.4888
H80 0.2057 9.4944 1.8805  0.3244
H81 -3.0087 3.7064 -7.4915  0.3759
H82 -7.6765 -4.0693 5.2197  0.4213
H83 5.0996 2.6248 -1.3278  0.1839
H84 -8.7978 0.9098 3.7115  0.3089
H85 4.3773 2.6917 -3.7045  0.4892
H86 -2.7930 0.6829 -0.0580  -0.7001
H87 5.7844 -7.2049 -0.9927  0.3913
H88 -6.7446 -2.7896 -3.8732  0.3927
H89 3.1652 0.5489 -0.1320  0.4810
H90 1.1976 -1.7536 6.1486  0.4422
H91 5.4636 4.3972 -1.4275  0.3098
H92 -6.7291 -5.3747 4.4059  0.3493
H93 0.8312 -2.5492 -4.7835  0.4531
H94 5.8940 6.7308 -5.3127  0.3409
H95 0.4828 -7.9312 -0.3494  0.2470
H96 0.9833 -8.5265 3.6067  0.3748
H97 4.9871 -3.1010 3.1734  0.0032
H98 -2.6590 4.6590 5.2509  0.4658
H99 1.7291 -7.1436 2.7841  0.2288
H100 -1.8921 4.6278 -4.2577  0.2525
H101 7.0786 5.4093 -5.8639  0.3745
H102 0.2775 -4.9272 5.1926  0.3802
H103 -2.0909 -0.8107 -0.5250  -0.3114
H104 -1.5178 -5.0589 4.7866  0.6593
H105 1.1566 0.9652 -2.5945  -0.8031
H106 0.5466 3.3038 3.8914  0.1928
H107 9.2089 0.1143 2.7616  0.3089
H108 -1.7162 2.3191 1.5659  -0.8541
H109 -3.7614 4.2343 -2.8213  -0.4104
H110 1.7958 0.4325 1.9550  -0.5967
H111 1.2692 8.6477 0.7617  0.2025
H112 0.3917 -1.0894 -3.9288  -0.3674
H113 -1.7404 2.6917 -6.8043  -0.2109
H114 2.7066 1.6806 -2.2585  0.4164
H115 -2.8630 -0.2863 -2.9406  -0.1588
H116 2.6171 -2.6355 3.3835  -0.2538
H117 -2.9015 3.8182 -0.1905  -0.9184
H118 -5.9626 -0.6616 -1.8733  0.5291
H119 3.3775 1.7119 -5.4917  0.5830
H120 -0.3315 -6.6530 0.6576  -0.0238
H121 5.3103 0.8871 2.9015  0.2431
H122 -4.0467 -6.1564 0.6557  0.3851
H123 3.1568 -0.6195 4.8886  0.5230
H124 2.1209 -1.5920 -4.0434  0.4048
H125 -1.5695 5.7816 -2.9591  0.4984
H126 -1.6865 -5.1065 -2.0885  0.2296
H127 -4.3121 5.3754 -1.5003  0.4136
H128 -8.7111 1.9447 2.2346  0.3900
H129 -6.5213 1.0662 2.4801  -0.4309
H130 -1.3994 3.9855 2.6167  -0.6169
H131 -3.2998 6.4244 1.6394  0.3568
H132 -4.3581 -1.1965 -1.2354  -0.6898
H133 -3.6686 -6.1280 2.3690  0.4458
H134 -1.2054 1.7196 -4.5673  -0.5890
H135 -3.2258 -5.0913 -4.6532  0.2099
H136 -5.8533 -4.9702 0.5970  -0.0170
H137 7.1469 -3.8573 3.4115  0.2475
H138 2.1883 -1.2177 1.4623  -0.0325
H139 -1.1558 -2.8878 4.8817  -0.0554
H140 1.4737 -3.3594 2.1636  0.0808
H141 1.2813 2.7619 -2.4144  0.1299
H142 -1.5984 1.1158 2.6944  -0.2019
H143 -3.8345 -1.0674 4.5911  -0.0674
H144 -8.6930 2.6910 3.8567  0.3956
H145 10.3523 1.6184 4.8900  0.2967
H146 -2.4963 2.1141 -3.3803  -0.6937
H147 -1.2320 -7.3250 2.9433  0.2653
H148 2.3569 3.3681 -0.1410  0.3119
H149 -0.8521 1.2964 8.3729  0.3478
H150 3.7151 3.1542 -8.2881  0.1779

Force components x, y, z for each atom (eV/Å):
S -0.97 -0.69 -1.86
S -0.10 -0.64 -0.47
S 1.71 -2.01 -2.07
S -1.54 1.59 1.73
S -1.10 -1.08 0.65
S 0.67 -1.68 -2.56
S -0.46 -0.58 -1.11
S -1.77 1.43 -1.84
S 3.67 0.06 1.31
S -2.19 -1.86 -0.46
O 1.27 -0.86 0.42
O 0.24 0.33 0.34
O -2.00 0.39 0.06
O 1.66 0.62 0.27
O -1.78 -0.51 0.11
O 0.64 0.84 -0.61
O 1.24 -1.10 -1.22
O 0.07 2.63 1.28
O -0.26 0.77 0.04
O -0.14 -1.11 -0.32
O 0.13 -0.08 0.86
O 1.11 0.72 0.09
O 0.01 0.35 -0.24
O -0.20 -1.93 0.06
O 0.51 0.61 -0.62
O -0.19 0.92 0.58
O -0.75 -0.15 1.21
O -2.31 0.31 1.00
O 0.49 0.21 0.29
O -0.19 -0.31 -1.00
O 0.58 0.44 -0.92
O 0.16 0.37 -0.36
O 0.49 -0.32 0.62
O -0.14 -0.73 -0.84
O 1.38 0.52 0.92
O -0.63 -0.05 -0.69
O 0.33 0.98 -0.28
O -1.81 0.45 0.87
O 0.14 1.56 3.48
O -1.12 0.52 0.46
O -0.57 0.62 -0.59
O -0.49 -0.40 0.32
O 2.23 -0.74 0.31
O 1.82 -0.43 -0.44
O 0.18 -0.33 0.73
O 1.86 1.02 -0.05
O -0.88 -0.24 -0.88
O 0.64 1.10 -0.93
O 0.88 0.67 -0.74
O -0.03 -0.34 -0.20
O -0.18 -0.60 1.08
O 0.26 -0.77 -0.67
O -0.31 -0.82 -0.44
O 0.58 0.08 0.31
N -1.27 -0.33 0.02
C 0.28 -0.05 0.12
C -0.15 0.62 1.03
C 0.88 -0.30 0.63
C 0.37 -1.66 -0.78
C 0.21 -1.79 0.52
C -1.43 -0.22 0.34
C -0.02 -0.42 1.80
C 0.02 -0.53 1.22
C -2.50 -0.67 1.02
C 0.24 0.77 0.32
C 0.75 0.25 1.54
C 0.76 0.98 -0.60
C 0.75 0.32 -0.38
C 0.93 0.43 -0.61
C -0.05 0.78 0.32
C 0.85 1.76 0.06
C 0.30 0.29 0.91
C 1.48 -2.15 0.14
C 0.15 -0.59 1.23
C 0.35 -1.60 -1.75
C 0.07 0.73 -0.62
C 0.40 1.26 -0.94
C 0.39 0.21 -0.74
C -0.26 -0.69 -1.08
C 1.25 3.48 -0.32
C -2.85 -1.37 0.89
C 0.19 -1.85 -0.76
C 0.41 0.91 -0.29
C 1.70 0.95 0.13
C 0.59 1.61 -0.41
C -1.25 -0.17 -1.73
C -0.60 0.09 0.26
C -0.25 1.13 -1.46
C 0.09 -1.09 0.35
C -0.15 0.89 -0.88
C -0.71 0.79 0.76
C 0.76 -0.08 0.07
C -0.72 -1.08 0.01
C 1.69 0.38 -0.44
C 0.37 -0.60 -0.87
C 0.26 -0.95 -0.12
C 0.16 -0.83 0.25
C -0.23 0.09 0.81
C -0.92 -0.79 0.95
C 0.30 -0.96 0.36
C -1.53 -1.38 1.54
C -2.15 -1.31 0.74
C 0.85 -0.50 0.64
C 1.04 -1.53 1.06
C -0.45 -0.10 -0.36
C 0.46 -0.93 1.17
C -0.31 0.18 -0.01
C -0.02 0.92 0.61
C -0.31 -0.55 -0.84
C -1.30 1.40 -1.83
C -1.21 1.54 -0.29
C -2.84 0.13 -0.05
C 0.61 0.24 0.41
C 0.13 -0.71 1.44
C -0.74 -0.35 0.35
C 1.60 -0.04 -1.00
C -0.47 0.66 0.07
H 0.28 0.09 0.40
H -0.06 0.06 -0.49
H 0.28 -0.27 -0.51
H 0.15 0.34 0.56
H 0.19 1.63 0.21
H -0.22 0.78 -0.77
H 0.51 0.29 -0.46
H -0.41 -0.84 0.11
H -0.55 -1.20 0.77
H -1.24 -0.16 0.82
H -0.05 -0.06 0.18
H -0.53 0.12 -0.76
H 0.20 0.60 -0.54
H -0.31 -0.45 0.04
H -0.96 -0.07 0.09
H -0.56 -0.02 0.35
H 0.07 0.84 -0.07
H -0.09 0.13 -0.08
H 0.73 0.46 -1.17
H -0.26 0.01 -0.23
H 0.97 0.26 0.88
H 0.64 -0.23 -0.56
H 0.05 -0.23 0.69
H -0.75 -0.46 -0.09
H -0.61 0.18 -0.50
H -0.08 0.10 0.40
H -0.41 -0.14 0.37
H -0.29 0.53 -0.32
H -0.71 0.17 0.95
H 0.06 -0.56 0.18
H -0.38 0.05 -1.60
H 0.07 0.01 0.09
H -0.09 0.34 0.18
H -0.36 0.49 0.24
H -1.35 -0.25 0.69
H -0.75 -0.22 -0.26
H 0.36 0.13 -0.90
H -0.06 -0.59 -0.10
H -0.18 0.15 -0.09
H -0.47 -0.02 0.31
H 0.11 -0.24 0.06
H -0.71 -0.19 -0.32
H -0.41 0.52 -0.49
H -0.91 0.30 0.33
H 0.00 0.10 0.49
H -0.34 0.75 0.22
H 0.09 0.25 1.27
H -0.17 -0.22 -0.02
H -0.92 0.41 -0.70
H 0.00 -0.04 0.37
H 0.30 -0.55 0.61
H -0.02 0.58 0.21
H 0.16 0.63 -0.42
H 0.20 0.01 0.18
H 0.84 0.30 -0.02
H -0.05 0.21 -0.21
H 0.30 -0.33 -0.23
H 0.16 -0.19 0.14
H -0.27 1.59 0.63
H -0.52 0.38 -0.07
H -0.07 -1.30 -0.54
H 0.56 0.37 -0.70
H -0.40 0.00 0.18
H 0.04 -0.09 -0.41
H 0.13 -0.32 0.46
H 0.23 -0.02 -0.42
H -0.37 -0.06 0.63
H 0.56 0.59 -0.31
H -0.11 0.58 -1.53
H 0.15 -0.36 -0.29
H 0.46 -0.22 -0.01
H 0.01 -0.56 0.47
H 0.88 -1.08 0.02
H 0.79 -0.09 -0.47
H 0.18 0.22 0.29
H 0.05 0.10 0.70
H 0.01 0.13 0.49
H -0.45 -0.43 0.28
H 0.65 -0.27 0.04
H 0.27 0.55 0.57
H -0.03 -0.50 0.11
H 0.02 0.13 0.49
H 0.34 -0.07 0.26
H 0.48 0.58 -0.42
H 0.73 -0.05 -0.54
H 0.15 0.49 0.03
H 0.40 0.53 0.10
H 0.71 -0.26 0.31
H -0.21 0.12 -0.02
H 0.10 -0.64 -0.38
H 0.10 -0.51 0.29
H 0.00 0.97 0.56
H -0.01 0.00 -0.29
H 0.29 0.37 0.18
H 0.02 0.44 0.55
H 0.75 -0.99 -0.04
H 0.56 0.91 -0.45
H -0.69 -0.11 0.58
H 1.91 1.40 0.36
H -0.33 -0.15 0.10
H 0.23 0.36 0.30
H -0.47 -0.30 0.16
H 0.37 -0.27 0.02
H -0.24 -0.30 0.70
H -0.26 0.24 -0.08
H -0.30 0.14 -1.41
H 0.58 -0.28 0.07
H 1.05 -0.06 -0.66
H 0.19 0.26 -0.81
H 0.00 -0.05 0.05
H 0.10 0.30 -0.55
H 0.10 0.25 0.31
H 0.13 -0.05 0.12
H -0.21 0.22 0.40
H -0.20 0.01 0.14
H 0.11 0.38 -0.16
H -0.52 -0.54 -0.52
H 0.20 -0.49 -0.35
H -1.40 -0.63 0.20
H 0.62 -0.51 0.02
H 0.45 0.18 -0.05
H 0.31 -0.10 -0.03
H 0.94 -0.59 0.28
H -0.11 0.15 -0.11
H 0.44 0.08 -0.36
H -0.74 -0.21 0.92
H 0.02 -0.39 -0.26
H -0.13 0.03 0.04
H 0.22 -0.40 -0.12
H 0.26 0.49 0.30
H -0.83 -0.49 0.22
H 0.30 -0.10 -0.30
H -0.36 0.30 0.21
H -0.65 -0.18 -0.10
H -0.03 -0.60 0.23
H -0.72 -0.16 -1.35
H 0.21 0.66 0.18
H -0.15 0.55 -0.30
H 0.36 0.31 -0.62
H 0.19 0.04 1.02
H -0.07 -0.40 0.17
H 0.49 -0.65 -0.76
H -0.67 0.86 -0.72
H -0.11 -0.05 -0.09
H 0.55 0.64 0.01
H 0.30 -0.20 -0.26
H 0.06 -0.35 -0.09
H 0.05 -0.64 0.65
H -0.02 0.22 -0.15
H 0.08 0.21 -0.69